Record 1
The following is a DFT calculation (ωB97M-V/def2-TZVPD) of a cluster of 5 separate species, C3H15NO6 in total.

As for the SMILES: C[C@@H](N)C(=O)O.O.O.O.O. The energy relative to the best compared isomer or geometry (same formula, charge and spin) comes out at 0.000 eV. The HOMO energy comes out at -9.82 eV. As for the HOMO-LUMO gap: 10.342 eV.

Structure (XYZ):
```
25
Properties=species:S:1:pos:R:3:forces:R:3:mulliken_charge:R:1
O -1.472068 -2.054570 0.464958 0.0183 -0.0731 0.0832 -0.578
C -0.542076 -1.296308 0.556009 -0.1088 0.0039 -0.2436 0.039
O 0.430658 -1.244431 -0.376393 0.1305 0.2772 0.4424 -0.463
C -0.448795 -0.216685 1.623940 0.5813 0.2530 -0.6803 0.580
C 0.918531 -0.115772 2.281649 0.1177 0.2205 0.0906 -1.257
N -0.896255 1.012448 0.941503 0.0476 -0.1037 0.0120 -0.565
H 0.045945 -1.468701 -1.271600 -0.1224 -0.1543 -0.0868 0.436
H -1.192425 -0.490639 2.336237 -0.5653 -0.1603 0.6199 0.387
H 1.256449 -1.092971 2.613625 0.1014 -0.1597 0.0922 0.375
H 1.662161 0.285264 1.587226 -0.0733 -0.0493 0.0762 0.212
H 0.885783 0.544161 3.159663 -0.0653 -0.1198 -0.2613 0.365
H -1.229973 1.680752 1.629004 0.1071 -0.0270 -0.1241 0.272
H -0.122311 1.442262 0.418883 -0.4018 -0.0327 0.1723 0.188
H -0.575708 -0.532861 -3.142151 0.1747 0.3503 -0.3087 0.339
H -1.656411 -0.974715 -2.161533 -0.1164 0.1139 -0.0395 0.453
O -0.850813 -1.289605 -2.630180 -0.0641 -0.4307 0.1825 -0.749
H -2.474598 0.367669 -0.498230 0.0479 -0.1286 -0.2938 0.364
H -3.229909 -0.945960 -0.699133 0.1242 0.2744 -0.1989 0.347
O -2.897422 -0.178952 -1.196705 -0.1331 -0.0594 0.5543 -0.768
H 3.170144 -0.262300 -1.568752 -0.0496 0.0164 0.0870 0.285
H 2.011593 -0.405401 -0.551021 0.0139 -0.1977 -0.0610 0.455
O 2.798398 0.124130 -0.768658 0.1176 0.1536 -0.0251 -0.710
H 1.537064 3.157638 -0.933995 0.2039 0.4199 0.0181 0.294
H 1.790947 1.633918 -0.894596 -0.2972 0.4313 -0.1428 0.397
O 1.081083 2.321636 -0.919742 0.2112 -0.8181 0.0352 -0.699
```
Forces are in eV/Å.

***

Record 2
The following is a DFT calculation (ωB97M-V/def2-TZVPD) of a cluster of 6 separate species, C4H16NO8 in total.

As for the net charge: -1. The energy relative to the best compared isomer or geometry (same formula, charge and spin) comes out at 2.050 eV. The HOMO energy comes out at -5.23 eV. As for the HOMO-LUMO gap: 8.386 eV.

Structure (XYZ):
```
29
Properties=species:S:1:pos:R:3:forces:R:3:mulliken_charge:R:1
O -0.218657 -0.009586 -1.516624 -0.1896 -0.4873 0.6032 -0.888
C -0.277118 1.229377 -1.301527 0.7659 1.2403 -1.6267 0.553
O -1.231311 1.975197 -1.570473 -0.0378 0.2128 0.2685 -0.744
C 1.072271 1.877446 -0.660511 -1.6535 -1.7941 -0.3791 0.114
C 0.519231 2.050608 0.790962 1.2253 -1.4932 -0.3231 -0.333
C -0.579153 3.037081 1.024168 -0.2489 0.5755 -0.1274 0.002
O -0.831569 3.357940 2.167128 -0.3804 0.3313 -0.4158 -0.540
N 2.061308 0.828763 -0.754653 1.9530 -0.7262 0.7899 -0.598
H 1.554974 2.755450 -1.119536 -0.9944 0.0248 0.1529 0.362
H 1.314604 2.039885 1.570252 -0.5022 0.6929 -0.4014 0.290
H 0.050799 1.053252 0.967151 0.0282 0.4700 0.0951 0.110
H -1.177329 3.412238 0.105827 0.8544 -0.4989 1.2912 0.294
H 2.697503 0.900352 -1.537770 -0.0043 0.7936 0.0461 0.241
H 1.702266 -0.111420 -0.915542 -0.8302 0.5113 0.4422 0.192
H -3.088678 -0.671180 -0.083193 -0.4061 -0.1998 0.2054 0.329
H -1.774067 -1.081807 -0.495796 0.6676 -0.1381 -0.0657 0.369
O -2.498346 -1.423732 0.051140 -0.2074 0.8174 -0.2905 -0.728
H 0.812807 -3.167132 0.947338 -0.6645 -0.3001 0.3545 0.384
H 0.715267 -3.592467 2.471906 0.2360 0.2523 -1.1054 0.277
O 1.317817 -3.324980 1.750755 0.7839 0.1330 1.0305 -0.642
H -1.565006 -3.078712 1.291805 -0.5878 0.6785 -0.8887 0.314
H -1.314354 -3.420752 -0.280610 -0.8063 0.7280 0.2533 0.284
O -1.119871 -3.610319 0.634518 1.1952 -1.6223 0.3770 -0.648
H -2.073491 0.724633 -3.463911 -0.1360 -0.1962 0.3516 0.289
H -1.572219 -0.458953 -2.684023 -0.0022 0.3370 0.0395 0.424
O -2.295931 -0.200282 -3.283074 -0.1114 -0.1345 -0.5236 -0.678
H 2.769691 0.325635 1.565849 -0.3489 -0.4581 -0.3524 0.299
H 2.169662 -1.037923 2.108289 -0.1318 0.0074 -0.4067 0.370
O 2.858900 -0.378612 2.220156 0.5341 0.2427 0.6056 -0.699
```
Forces are in eV/Å.

***

Record 3
The following is a DFT calculation (ωB97M-V/def2-TZVPD) of a structure of composition C17H28InNO2P2Te.

As for the net charge: +2. The HOMO energy (alpha / beta) comes out at -13.23 / -13.45 eV. As for the HOMO-LUMO gap (alpha / beta): 4.635 / 4.962 eV.

Structure (XYZ):
```
52
Properties=species:S:1:pos:R:3:forces:R:3:mulliken_charge:R:1
In 0.207726 -0.359560 0.237071 -0.4105 -1.5373 -0.4483 1.056
P -2.127083 0.286245 -0.589318 0.2367 -0.6972 0.9436 0.376
C -1.875776 0.535028 -2.346811 0.4344 2.5592 0.9176 -1.094
C -0.625722 1.156433 -2.734552 -0.1137 0.0847 -0.2151 0.787
N 0.468220 1.014090 -1.933928 0.8749 -0.7983 -0.1769 0.000
C 1.683386 1.375979 -2.377304 -0.6202 -0.1701 0.7355 0.467
C 1.837230 2.074949 -3.567561 0.0356 0.2928 -0.5156 -0.747
C 0.726893 2.334471 -4.354960 -0.4785 -0.1377 0.3236 -0.534
C -0.524817 1.861905 -3.951987 0.6453 -0.2078 0.2292 -0.973
C 2.920415 1.029418 -1.567103 0.2337 -0.1219 0.3876 -1.062
P 2.717261 -0.453713 -0.490149 0.4935 0.6203 -0.8504 0.372
H -1.411102 2.015222 -4.543390 -0.0792 0.0212 -0.1986 0.520
H 2.832271 2.418428 -3.844205 -0.2469 -0.1194 -0.1100 0.497
H 0.819343 2.881503 -5.275964 0.0569 0.1329 -0.1860 0.477
H 3.786330 0.833367 -2.219480 -0.3552 0.2735 -0.0086 0.542
H 3.213988 1.854727 -0.899335 -0.1664 -0.0255 -0.2435 0.415
H -1.783634 -0.907301 -3.228342 0.2362 -2.1773 -1.0466 0.171
H -2.745831 0.852043 -2.909335 -0.1243 -0.2554 -0.3884 0.745
H -0.802471 -2.542423 -2.594073 1.1615 -1.5241 1.8625 0.410
O -1.550492 -1.872326 -3.504257 -1.0563 1.5973 -1.1006 -0.551
H -1.984562 -2.185650 -4.329785 0.2673 0.5632 0.8481 0.264
H -0.032127 -2.091652 -0.323193 0.0962 0.8618 0.7772 -0.099
O -0.390174 -3.010920 -1.713270 -0.2166 0.2251 -1.1765 -0.671
H 0.414845 -3.519212 -1.893679 -0.4371 0.1227 -0.2158 0.245
C 3.004916 -1.815437 -1.670326 -0.0268 -0.1343 0.2108 -1.275
H 4.025044 -1.730388 -2.080631 -0.3791 -0.0766 0.1337 0.438
H 2.905633 -2.765418 -1.119559 0.0286 0.2520 -0.3657 0.368
H 2.266537 -1.770025 -2.487386 0.2435 -0.0811 0.3425 0.322
C 4.181439 -0.420610 0.578914 0.0994 -0.0368 0.0307 -1.086
H 4.211959 -1.358715 1.148521 0.0503 0.2714 -0.0441 0.377
H 5.102971 -0.332362 -0.015433 -0.2645 -0.0166 0.1868 0.410
H 4.096965 0.426806 1.270154 0.1544 -0.2354 -0.0971 0.389
C -2.880430 1.695506 0.258615 -0.5394 0.6794 -0.5469 -1.095
H -3.876878 1.880247 -0.160220 0.1190 0.1404 0.1652 0.440
H -2.989260 1.510597 1.334942 0.1323 -0.2777 -0.3167 0.286
H -2.265003 2.593496 0.132912 -0.1157 -0.1606 -0.0301 0.373
C -3.302367 -1.084009 -0.465716 -0.0863 0.0370 -0.0958 -1.208
H -3.576029 -1.277116 0.580375 0.1137 0.0851 -0.2937 0.408
H -4.198267 -0.798313 -1.032606 0.0743 -0.2404 0.1633 0.447
H -2.846635 -1.983357 -0.898681 -0.1397 0.1527 0.1175 0.345
Te 1.126749 0.539011 2.695612 0.0097 -0.3055 0.8035 0.383
C -0.118331 0.101913 4.324972 -0.8595 0.0702 0.5564 0.446
C -1.391169 0.731975 4.366806 0.4400 -0.3564 1.0887 -0.160
C -2.102483 0.757099 5.591039 0.2957 0.0433 -0.9293 -0.597
C -1.574683 0.141947 6.726118 0.1397 -0.1419 0.1592 -0.372
C -0.359056 -0.558228 6.669644 0.1946 0.0723 -1.1792 -0.554
C 0.371437 -0.602651 5.455871 -0.4817 0.7419 0.2979 -0.422
H -1.754393 1.233399 3.476378 -0.1520 0.0258 0.2004 0.207
H -3.065822 1.273186 5.647314 0.3986 -0.1993 -0.0474 0.370
H -2.116650 0.203856 7.682511 0.2917 -0.0598 -0.5889 0.381
H 0.022362 -1.056767 7.558422 -0.0367 0.0746 -0.2646 0.387
H 1.327348 -1.116695 5.386346 -0.1714 0.0932 0.1988 0.380
```
Forces are in eV/Å.

***

Values for maximum force, hartree/bohr, ordered as above
0.018 0.048 0.054